Entry P
Entry from OMol25: a single C5H7Cl molecule (ωB97M-V with the def2-TZVPD basis set).

Last column: natural (NBO) charge in e.
Positions of all 13 atoms, in Å:
C  -1.11  2.28  0.82  -0.70
C  -0.65  0.87  0.54  0.01
C  -0.46  -0.42  0.58  -0.05
C  -0.02  -1.62  -0.09  -0.51
C  1.36  -1.40  -0.79  -0.40
Cl  1.32  -0.63  -2.35  -0.05
H  -0.19  3.06  0.96  0.24
H  -1.55  2.82  -0.02  0.24
H  -1.84  2.37  1.86  0.25
H  -0.94  -1.82  -0.83  0.26
H  0.06  -2.39  0.80  0.25
H  1.80  -2.34  -1.22  0.23
H  2.22  -0.79  -0.27  0.24

The calculation puts the HOMO energy at -9.1 eV. The HOMO-LUMO gap is 9.93 eV. The SMILES is CC#CCCCl. The calculation puts the LUMO energy at 0.029 Eh.

=====

Entry Q
Entry from OMol25: 2 unconnected molecules or ions with the total composition C5H7Cl (ωB97M-V with the def2-TZVPD basis set).

Last column: natural (NBO) charge in e.
Positions of all 13 atoms, in Å:
C  0.83  1.95  0.61  -0.55
C  -1.52  -1.90  0.46  -0.55
C  0.70  0.93  -0.11  0.25
C  -1.55  -0.56  0.36  0.00
C  1.35  -0.10  -1.00  -0.70
Cl  -2.87  0.47  -0.08  0.00
H  1.69  2.44  0.82  0.21
H  0.12  2.57  1.03  0.23
H  -2.40  -2.53  0.54  0.21
H  -0.71  -2.33  0.86  0.20
H  1.32  -1.00  -0.41  0.24
H  2.32  0.29  -1.07  0.22
H  0.73  -0.23  -2.00  0.25

The calculation puts the HOMO energy (spin up / spin down) at -8.8 / -7.9 eV. The HOMO-LUMO gap (spin up / spin down) is 9.23 / 7.44 eV. The calculation puts the LUMO energy (spin up / spin down) at 0.017 / -0.017 Eh.

=====

Entry R
Entry from OMol25: a single C5H7Cl molecule (ωB97M-V with the def2-TZVPD basis set).

Last column: natural (NBO) charge in e.
Positions of all 13 atoms, in Å:
Cl  -0.45  2.50  -1.23  -0.10
C  -0.06  1.25  0.04  -0.19
C  -1.23  0.43  0.59  -0.23
C  -0.90  -0.86  0.61  -0.14
C  0.46  -1.19  -0.02  -0.44
C  0.91  0.15  -0.60  -0.41
H  0.62  1.79  0.69  0.22
H  -2.14  0.80  0.94  0.22
H  -1.48  -1.66  1.02  0.21
H  0.35  -1.96  -0.81  0.21
H  1.26  -1.62  0.67  0.21
H  1.94  0.29  -0.27  0.21
H  0.72  0.08  -1.63  0.22

The calculation puts the HOMO energy at -9.7 eV. The HOMO-LUMO gap is 10.79 eV. The SMILES is Cl[C@H]1C=CCC1. The calculation puts the LUMO energy at 0.039 Eh.

=====

Stability ranking, top and bottom: entry R is the most stable and entry Q is the least stable.

=====

Entry P
Entry from OMol25: a single C7H9N3O2 molecule (ωB97M-V with the def2-TZVPD basis set).

Last column: natural (NBO) charge in e.
Positions of all 21 atoms, in Å:
C  -1.11  1.73  -0.37  -0.41
N  -0.03  0.83  -0.03  -0.46
C  -0.47  -0.36  0.72  -0.22
C  0.53  -1.40  0.35  -0.17
C  0.99  -2.66  0.65  -0.04
N  1.98  -2.90  -0.25  -0.32
N  2.19  -1.89  -1.10  -0.25
C  1.31  -0.99  -0.74  0.15
C  0.83  0.50  -1.16  -0.18
C  2.06  1.42  -1.18  0.78
O  2.72  1.63  -2.15  -0.56
O  2.30  1.95  0.02  -0.68
H  -1.85  1.26  -1.03  0.18
H  -1.61  2.05  0.54  0.21
H  -0.70  2.61  -0.88  0.21
H  -1.49  -0.67  0.43  0.19
H  -0.48  -0.12  1.79  0.21
H  0.72  -3.37  1.39  0.22
H  2.57  -3.71  -0.33  0.41
H  0.34  0.47  -2.14  0.23
H  1.55  1.71  0.61  0.50

The calculation puts the HOMO energy at -9.3 eV. The HOMO-LUMO gap is 9.91 eV. The SMILES is CN1Cc2c[nH]nc2[C@@H]1C(=O)O. The calculation puts the LUMO energy at 0.023 Eh.

=====

Entry Q
Entry from OMol25: 2 unconnected molecules or ions with the total composition C7H9N3O2 (ωB97M-V with the def2-TZVPD basis set).

Last column: natural (NBO) charge in e.
Positions of all 21 atoms, in Å:
C  3.18  0.77  -0.61  -0.63
C  1.72  0.76  -0.19  -0.12
C  0.79  1.84  -0.15  -0.15
C  -0.46  1.56  0.16  -0.30
C  -0.99  0.22  0.50  0.61
O  -2.19  -0.05  0.76  -0.67
N  -0.03  -0.76  0.52  -0.39
C  -0.48  -2.07  0.77  -0.42
C  1.24  -0.50  0.21  0.06
H  3.62  1.81  -0.70  0.22
H  3.90  0.10  -0.09  0.23
H  3.02  0.37  -1.74  0.22
H  1.23  2.84  -0.38  0.22
H  -1.24  2.34  0.21  0.23
H  -1.51  -2.20  0.35  0.26
H  0.28  -2.79  0.40  0.21
H  -0.66  -2.42  1.88  0.21
H  2.03  -1.32  0.38  0.21
N  -4.01  -1.16  -1.03  -0.10
N  -4.46  -0.20  -0.69  0.45
O  -4.96  0.84  -0.57  -0.34

The calculation puts the HOMO energy at -8.1 eV. The HOMO-LUMO gap is 8.74 eV. The SMILES is Cc1ccc(=O)n(C)c1.N#[N+][O-]. The calculation puts the LUMO energy at 0.023 Eh.

=====

Stability ranking, top and bottom: entry P is the most stable and entry Q is the least stable.

=====

Entry P
Entry from OMol25: a gas-phase ion, C9H13N2 (charge +1) (ωB97M-V with the def2-TZVPD basis set).

Last column: natural (NBO) charge in e.
Positions of all 24 atoms, in Å:
C  1.99  0.95  0.89  -0.56
C  1.58  0.39  -0.53  -0.29
C  2.49  -0.69  -1.15  -0.66
C  0.21  -0.15  -0.27  0.53
N  0.06  -1.41  0.23  -0.52
C  -1.17  -2.04  0.43  0.24
N  -2.29  -1.36  0.42  -0.32
C  -2.27  -0.12  0.11  0.13
C  -3.18  1.04  -0.02  -0.37
C  -1.91  1.15  0.74  -0.17
C  -1.04  0.67  -0.42  -0.30
H  2.75  1.64  0.72  0.25
H  2.15  0.08  1.61  0.22
H  1.09  1.43  1.20  0.22
H  1.46  1.24  -1.24  0.25
H  2.98  -1.31  -0.46  0.22
H  3.31  -0.21  -1.62  0.25
H  2.18  -1.36  -1.95  0.24
H  0.83  -2.06  0.37  0.44
H  -1.00  -3.05  0.67  0.22
H  -3.27  1.66  -0.89  0.23
H  -4.13  1.03  0.56  0.25
H  -1.73  1.19  1.84  0.27
H  -1.08  1.29  -1.25  0.24

The calculation puts the HOMO energy (spin up / spin down) at -13.3 / -13.3 eV. The HOMO-LUMO gap (spin up / spin down) is 8.36 / 8.36 eV. The SMILES is CC(C)C1=[NH+]C=N[C@@]23C[C@@H]2[C@@H]13. The calculation puts the LUMO energy (spin up / spin down) at -0.180 / -0.180 Eh. Its total charge is +1.

=====

Entry Q
Entry from OMol25: a gas-phase ion, C9H13N2 (charge +1) (ωB97M-V with the def2-TZVPD basis set).

Last column: natural (NBO) charge in e.
Positions of all 24 atoms, in Å:
C  -3.75  -0.84  0.68  -0.07
C  -2.96  -0.13  0.08  -0.06
C  -1.85  0.43  -0.45  -0.26
N  -0.37  -0.35  0.18  -0.40
C  -0.18  -1.65  -0.42  -0.10
C  1.01  -2.27  -0.36  0.00
N  1.96  -1.70  0.47  -0.38
C  1.97  -0.45  0.62  0.11
C  0.88  0.41  0.20  0.02
C  0.76  1.68  1.05  -0.64
C  1.40  0.90  -1.28  -0.61
H  -4.65  -1.22  1.08  0.26
H  -1.64  1.47  -0.33  0.26
H  -1.73  0.46  -1.59  0.27
H  -0.62  -0.46  1.19  0.44
H  -1.10  -2.08  -0.94  0.25
H  1.23  -3.17  -0.86  0.24
H  2.70  -0.08  1.48  0.24
H  1.77  2.21  0.99  0.26
H  0.46  1.54  2.19  0.24
H  0.01  2.41  0.69  0.23
H  1.02  1.89  -1.53  0.23
H  1.21  0.20  -2.11  0.24
H  2.46  0.80  -1.02  0.24

The calculation puts the HOMO energy at -13.7 eV. The HOMO-LUMO gap is 9.41 eV. The SMILES is C#CC[N@H+]1C=CN=CC1(C)C. The calculation puts the LUMO energy at -0.157 Eh. Its total charge is +1.

=====

Entry R
Entry from OMol25: a gas-phase ion, C9H13N2 (charge +1) (ωB97M-V with the def2-TZVPD basis set).

Last column: natural (NBO) charge in e.
Positions of all 24 atoms, in Å:
C  -2.51  1.40  1.21  -0.40
N  -1.10  1.07  0.75  -0.29
C  -0.72  -0.05  0.25  0.49
C  -1.06  -1.44  0.06  -0.55
C  0.25  -2.34  0.13  -0.26
C  1.58  -2.15  -0.01  0.00
N  2.29  -0.96  -0.21  -0.55
C  1.00  0.13  -0.21  0.07
C  0.85  0.42  -1.72  -0.63
C  1.13  1.46  0.28  -0.16
C  -0.02  2.04  0.68  -0.06
H  -2.74  2.15  0.44  0.24
H  -3.07  0.43  0.97  0.24
H  -2.31  1.76  2.24  0.25
H  -1.31  -1.65  -0.92  0.28
H  -1.73  -1.99  0.81  0.28
H  -0.04  -3.31  0.17  0.22
H  2.27  -2.94  -0.02  0.23
H  2.99  -0.58  0.41  0.41
H  0.19  1.19  -2.04  0.23
H  0.67  -0.57  -2.25  0.24
H  1.68  0.83  -2.14  0.24
H  1.95  2.09  0.22  0.25
H  -0.23  3.01  0.90  0.23

The calculation puts the HOMO energy at -12.4 eV. The HOMO-LUMO gap is 8.27 eV. The SMILES is C[N+]1=C2CC=CN[C@]2(C)C=C1. The calculation puts the LUMO energy at -0.152 Eh. Its total charge is +1.

=====

Stability ranking, top and bottom: entry P is the most stable and entry Q is the least stable.

=====

Entry P
Entry from OMol25: 2 unconnected molecules or ions with the total composition C3H9N2PS (ωB97M-V with the def2-TZVPD basis set).

Last column: natural (NBO) charge in e.
Positions of all 16 atoms, in Å:
C  1.23  -1.60  -0.40  0.48
C  1.52  -2.58  0.59  -0.74
C  -0.19  1.97  -1.52  -0.95
N  0.91  -0.55  -0.86  -0.46
N  -2.55  0.43  1.06  -1.07
P  0.84  1.26  -0.13  0.75
S  2.60  2.03  -0.25  -0.59
H  -3.57  0.33  0.95  0.35
H  0.88  -2.58  1.46  0.27
H  1.50  -3.55  0.15  0.26
H  2.52  -2.35  0.99  0.28
H  -0.10  2.95  -1.38  0.23
H  0.26  1.49  -2.40  0.24
H  -1.14  1.51  -1.34  0.23
H  -2.40  1.41  1.32  0.37
H  -2.32  -0.18  1.77  0.35

The calculation puts the HOMO energy (spin up / spin down) at -7.1 / -7.1 eV. The HOMO-LUMO gap (spin up / spin down) is 6.80 / 6.80 eV. The calculation puts the LUMO energy (spin up / spin down) at -0.011 / -0.011 Eh.

=====

Entry Q
Entry from OMol25: a molecular structure, C3H9N2PS (ωB97M-V with the def2-TZVPD basis set).

Last column: natural (NBO) charge in e.
Positions of all 16 atoms, in Å:
C  -0.82  -0.75  0.24  -0.40
C  -1.18  0.11  -0.98  -0.24
C  0.70  -0.81  0.43  -0.75
N  -0.63  1.43  -0.73  -0.53
N  0.75  1.52  -1.13  -0.88
P  1.37  0.91  0.23  1.34
S  3.48  0.68  0.72  -0.27
H  -1.27  -0.28  1.12  0.21
H  -1.23  -1.75  0.13  0.21
H  -0.76  -0.33  -1.89  0.18
H  -2.26  0.18  -1.08  0.20
H  0.95  -1.25  1.40  0.24
H  1.16  -1.42  -0.35  0.23
H  -1.13  2.17  -1.21  0.37
H  0.87  1.47  1.42  -0.08
H  3.62  1.98  0.92  0.15

The calculation puts the HOMO energy at -7.8 eV. The HOMO-LUMO gap is 8.40 eV. The calculation puts the LUMO energy at 0.022 Eh.

=====

Stability ranking, top and bottom: entry P is the most stable and entry Q is the least stable.

=====

Entry P
Entry from OMol25: a single C9H9NO3 molecule (ωB97M-V with the def2-TZVPD basis set).

Last column: natural (NBO) charge in e.
Positions of all 22 atoms, in Å:
C  1.17  2.50  0.33  -0.27
O  2.08  1.47  -0.02  -0.41
C  1.70  0.25  -0.13  0.54
C  3.00  -0.94  -0.27  -0.23
N  4.28  -0.52  -0.16  0.44
O  4.54  0.66  0.06  -0.45
O  5.14  -1.41  -0.27  -0.45
C  0.38  -0.32  -0.17  -0.23
C  -0.61  0.21  -1.01  -0.12
C  -1.85  -0.40  -1.10  -0.23
C  -2.13  -1.52  -0.33  -0.18
C  -1.16  -2.04  0.52  -0.21
C  0.09  -1.45  0.59  -0.15
H  0.20  2.11  0.63  0.20
H  1.06  3.18  -0.52  0.20
H  1.63  3.05  1.16  0.21
H  2.73  -1.94  -0.53  0.22
H  -0.39  1.07  -1.63  0.21
H  -2.59  -0.01  -1.78  0.22
H  -3.09  -2.00  -0.40  0.22
H  -1.38  -2.91  1.12  0.22
H  0.84  -1.84  1.25  0.24

The calculation puts the HOMO energy (spin up / spin down) at -8.2 / -8.2 eV. The HOMO-LUMO gap (spin up / spin down) is 7.38 / 7.38 eV. The SMILES is CO/C(=C\[N+](=O)[O-])c1ccccc1. The calculation puts the LUMO energy (spin up / spin down) at -0.031 / -0.031 Eh.

=====

Entry Q
Entry from OMol25: a single C9H9NO3 molecule (ωB97M-V with the def2-TZVPD basis set).

Last column: natural (NBO) charge in e.
Positions of all 22 atoms, in Å:
C  -0.66  -0.20  -1.61  -0.07
C  -0.58  0.85  -0.51  -0.40
C  -0.09  -1.41  -1.50  -0.32
C  0.09  -2.05  -0.23  0.13
C  -0.10  0.15  0.85  0.73
C  -0.29  -3.16  2.43  -0.38
C  -0.23  -1.87  2.13  -0.05
C  0.92  2.51  -1.93  -0.13
C  0.36  2.12  -0.65  0.49
N  -0.10  -1.30  0.87  -0.49
O  0.17  0.76  1.88  -0.58
O  1.60  1.73  -0.96  -0.47
O  0.07  3.08  0.24  -0.69
H  -1.03  0.13  -2.50  0.20
H  -1.64  1.26  -0.19  0.27
H  0.18  -2.02  -2.39  0.22
H  -0.28  -3.52  3.46  0.21
H  -0.33  -4.04  1.67  0.23
H  -0.05  -1.14  2.89  0.23
H  0.68  1.94  -2.87  0.18
H  1.22  3.57  -2.21  0.21
H  0.10  2.59  1.12  0.50

The calculation puts the HOMO energy at -8.4 eV. The HOMO-LUMO gap is 7.55 eV. The calculation puts the LUMO energy at -0.031 Eh.

=====

Stability ranking, top and bottom: entry Q is the most stable and entry P is the least stable.

=====

Entry P
Entry from OMol25: 2 unconnected molecules or ions with the total composition C9H9NO3 (ωB97M-V with the def2-TZVPD basis set).

Last column: natural (NBO) charge in e.
Positions of all 22 atoms, in Å:
O  2.08  0.10  -1.47  -0.59
C  1.16  -0.64  -1.23  0.78
O  0.53  -1.28  -2.23  -0.69
C  0.61  -1.01  0.04  -0.22
C  -0.38  -1.98  0.19  -0.14
C  -1.09  -2.02  1.40  -0.21
C  -0.67  -1.20  2.45  -0.19
C  0.30  -0.25  2.30  -0.22
C  0.95  -0.16  1.05  -0.14
H  0.87  -0.81  -3.08  0.51
H  -0.86  -2.52  -0.65  0.24
H  -1.91  -2.70  1.52  0.22
H  -1.05  -1.32  3.44  0.21
H  0.46  0.53  3.04  0.22
H  1.56  0.70  0.91  0.22
C  -0.44  2.40  -0.16  -0.70
C  -0.32  1.91  -1.54  0.23
N  -0.36  1.66  -2.67  0.17
O  -0.18  1.53  -3.87  -0.47
H  -0.71  3.43  -0.14  0.26
H  -1.10  1.60  0.30  0.26
H  0.55  2.03  0.37  0.26

The calculation puts the HOMO energy at -9.3 eV. The HOMO-LUMO gap is 9.52 eV. The SMILES is O=C(O)c1ccccc1.CC#[N+][O-]. The calculation puts the LUMO energy at 0.006 Eh.

=====

Entry Q
Entry from OMol25: 2 unconnected molecules or ions with the total composition C9H9NO3 (ωB97M-V with the def2-TZVPD basis set).

Last column: natural (NBO) charge in e.
Positions of all 22 atoms, in Å:
C  -2.45  -0.76  0.20  0.28
C  -3.13  0.55  -0.15  -0.23
C  -2.26  1.65  -0.21  -0.27
C  -0.99  1.49  -0.01  0.29
C  -0.31  0.21  0.00  -0.09
C  1.21  0.31  0.12  -0.29
C  1.70  -0.80  0.53  -0.01
C  4.04  -0.26  -0.23  0.49
C  -1.07  -0.91  -0.09  -0.27
H  -4.17  -1.74  -0.75  0.45
H  -4.27  0.50  -0.20  0.22
H  -2.71  2.55  -0.43  0.22
H  0.58  2.03  0.57  0.48
H  1.62  1.28  -0.27  0.27
H  1.15  -1.90  0.45  0.23
H  3.45  -2.00  0.94  0.42
H  5.10  -0.65  -0.74  0.17
H  -0.72  -1.89  -0.62  0.23
N  3.11  -1.16  0.30  -0.65
O  -3.25  -1.89  0.18  -0.68
O  -0.32  2.40  0.72  -0.65
O  3.67  1.00  -0.32  -0.63

The calculation puts the HOMO energy at -7.6 eV. The HOMO-LUMO gap is 7.38 eV. The calculation puts the LUMO energy at -0.008 Eh.

=====

Stability ranking, top and bottom: entry P is the most stable and entry Q is the least stable.